Record 1
Here is 10 unconnected molecules or ions with the total composition C19H20BrCl27N2S in a non-equilibrium geometry from the Open Molecules 2025 dataset. Energies are from wB97M-V/def2-TZVPD.

```
70
Properties=species:S:1:pos:R:3:lowdin_charge:R:1
C -1.864 0.713 -3.635 -0.120
C -1.416 0.515 -2.036 -0.391
C -1.640 1.976 -1.327 -0.117
C 0.134 -0.015 -2.073 -0.167
C 1.098 0.558 -0.879 -0.070
C 2.551 1.222 -1.366 0.014
C 3.589 1.816 -0.208 -0.154
C 3.173 1.749 1.405 -0.508
Br 4.379 2.478 2.841 0.606
C 1.760 1.071 1.882 -0.247
N 1.117 0.880 3.238 -0.266
S -0.446 0.084 2.929 0.867
N -0.551 -0.118 1.184 -0.266
C 0.760 0.484 0.723 -0.208
H -1.518 1.806 -3.969 0.091
H -1.400 -0.105 -4.337 0.081
H -3.035 0.729 -3.629 0.078
H -2.099 -0.326 -1.541 0.064
H -2.806 2.220 -1.408 0.081
H -1.106 2.871 -1.906 0.096
H -1.392 2.014 -0.179 0.066
H 0.595 0.321 -3.112 0.113
H 0.111 -1.206 -2.054 0.131
H 2.885 1.279 -2.507 0.104
H 4.640 2.296 -0.489 -0.046
C 5.525 5.655 0.073 -1.468
Cl 5.741 6.238 1.732 0.522
Cl 4.948 3.979 0.074 0.600
Cl 4.401 6.699 -0.812 0.535
H 6.494 5.685 -0.432 0.024
C -4.431 -2.280 -0.534 -1.535
Cl -5.610 -1.006 -0.892 0.532
Cl -3.351 -2.533 -1.916 0.519
Cl -3.499 -1.875 0.917 0.517
H -4.974 -3.209 -0.347 -0.060
C -6.341 2.136 1.049 -1.532
Cl -7.419 2.769 2.306 0.482
Cl -5.788 3.443 -0.012 0.519
Cl -4.960 1.300 1.778 0.490
H -6.901 1.417 0.446 -0.004
C 6.524 -0.650 3.458 -1.553
Cl 8.182 -0.030 3.378 0.503
Cl 6.027 -1.301 1.887 0.509
Cl 6.384 -1.889 4.717 0.516
H 5.859 0.178 3.714 -0.051
C 9.031 5.488 4.213 -1.547
Cl 10.045 6.276 2.991 0.509
Cl 9.070 3.728 4.012 0.504
Cl 9.557 5.940 5.843 0.518
H 8.001 5.828 4.077 -0.003
C -10.867 4.627 3.839 -1.521
Cl -9.305 3.875 4.203 0.478
Cl -10.646 6.318 3.355 0.520
Cl -11.713 3.723 2.572 0.518
H -11.479 4.605 4.745 0.018
C -2.825 -6.365 -1.284 -1.503
Cl -4.244 -5.424 -0.797 0.575
Cl -1.484 -5.290 -1.717 0.510
Cl -2.340 -7.474 0.010 0.544
H -3.089 -6.957 -2.164 -0.027
C 1.997 -6.759 -0.869 -1.549
Cl 3.010 -5.971 -2.091 0.508
Cl 2.035 -8.519 -1.070 0.509
Cl 2.523 -6.307 0.761 0.518
H 0.967 -6.419 -1.005 -0.045
C -0.558 -7.020 -5.655 -1.521
Cl 0.992 -7.853 -5.449 0.524
Cl -1.713 -7.540 -4.416 0.532
Cl -0.333 -5.264 -5.598 0.516
H -0.963 -7.284 -6.635 0.019
```

Calculated values
structure (SMILES): CC(C)Cc1ccc(Br)c2nsnc12.ClC(Cl)Cl.ClC(Cl)Cl.ClC(Cl)Cl.ClC(Cl)Cl.ClC(Cl)Cl.ClC(Cl)Cl.ClC(Cl)Cl.ClC(Cl)Cl.ClC(Cl)Cl
total energy: -441978.22697 eV
charge: 0


Record 2
Here is a molecular structure, C19H20BrClF5N5O5PtS from the Open Molecules 2025 dataset. Energies are from wB97M-V/def2-TZVPD.

```
58
Properties=species:S:1:pos:R:3:lowdin_charge:R:1
Pt -0.918 -0.973 0.418 1.473
C -0.837 3.412 2.485 -0.016
N -1.693 3.222 1.320 -0.125
C -2.370 4.361 0.725 -0.038
C -1.662 2.012 0.717 -0.391
N -0.935 1.036 1.110 0.060
N -2.501 1.877 -0.388 0.178
C -2.537 0.837 -1.277 -0.439
N -3.161 1.114 -2.440 0.199
N -2.101 -0.354 -1.036 0.023
H -1.041 4.389 2.910 0.089
H 0.222 3.358 2.217 0.110
H -1.044 2.656 3.243 0.099
H -2.216 5.225 1.364 0.090
H -3.449 4.200 0.655 0.095
H -1.964 4.611 -0.261 0.101
H -0.363 1.213 1.928 0.036
H -2.878 2.736 -0.744 0.118
H -3.542 2.020 -2.635 0.116
H -3.291 0.394 -3.127 0.122
H -2.176 -1.008 -1.803 0.105
F -3.589 -1.859 0.768 -0.013
C -2.500 -1.559 1.533 -0.446
F -2.896 -0.546 2.353 0.003
H -2.252 -2.426 2.142 0.117
Cl 6.546 2.193 -2.544 0.649
C 4.880 1.791 -2.235 -0.668
C 4.579 0.609 -1.578 -0.092
C 3.250 0.293 -1.340 -0.010
C 2.238 1.154 -1.747 -0.127
C 2.564 2.339 -2.394 -0.021
C 3.887 2.664 -2.649 -0.106
C 0.793 0.821 -1.473 -0.571
O -0.061 1.711 -1.588 0.000
O 0.578 -0.379 -1.079 -0.156
H 5.375 -0.048 -1.259 0.105
H 2.981 -0.617 -0.823 0.103
H 1.764 3.002 -2.696 0.112
H 4.152 3.579 -3.159 0.101
Br 0.070 -7.032 -2.209 0.723
C -0.259 -5.321 -1.461 -0.697
C 0.778 -4.629 -0.856 -0.115
C 0.533 -3.379 -0.311 -0.089
C -0.741 -2.820 -0.362 -0.294
C -1.766 -3.529 -0.972 -0.112
C -1.529 -4.783 -1.529 -0.132
H 1.769 -5.060 -0.814 0.104
H 1.349 -2.827 0.140 0.093
H -2.775 -3.137 -1.007 0.088
H -2.331 -5.334 -2.001 0.099
F 2.466 -3.023 3.148 0.146
C 2.129 -1.893 3.765 -0.675
F 3.233 -1.228 4.088 0.152
F 1.465 -2.194 4.881 0.146
S 1.117 -0.841 2.649 0.530
O -0.025 -1.734 2.268 -0.401
O 0.712 0.289 3.446 -0.277
O 1.973 -0.589 1.524 -0.275
```

Calculated values
energy above the lowest of the compared OMol25 structures with the same formula, charge and spin: 28.7 kcal per mole
charge: 0


Record 3
Here is a molecular structure, C19H20Cl3N4O4S6Tl in a non-equilibrium geometry from the Open Molecules 2025 dataset. Energies are from wB97M-V/def2-TZVPD.

```
57
Properties=species:S:1:pos:R:3:lowdin_charge:R:1
Tl -0.530 -0.360 0.254 0.702
O -6.736 -2.686 1.596 -0.045
C -5.545 -2.620 1.487 -1.018
S -4.656 -3.093 0.029 0.973
C -3.036 -2.808 0.646 -1.190
C -2.952 -2.312 1.950 -1.188
S -1.528 -1.796 2.663 0.625
S -4.476 -2.040 2.777 0.972
S -1.726 -2.957 -0.380 0.615
C 1.006 -4.727 1.198 -0.077
N 1.225 -3.297 1.257 -0.059
C 2.154 -2.652 0.575 -0.882
N 3.053 -3.365 -0.119 0.120
S 2.272 -0.952 0.572 0.608
H 0.099 -4.950 1.752 0.090
H 1.836 -5.274 1.654 0.090
H 0.866 -5.060 0.167 0.088
H 0.552 -2.753 1.783 0.005
H 3.119 -4.365 -0.030 0.099
H 3.769 -2.863 -0.614 0.057
Cl 2.483 -3.914 -3.887 0.599
C 2.353 -2.136 -3.769 -1.583
Cl 2.069 -1.462 -5.375 0.645
Cl 3.845 -1.473 -3.079 0.638
C 1.230 -1.828 -2.896 -0.377
N 0.349 -1.602 -2.198 0.165
O 1.836 1.036 -3.044 0.006
C 0.768 1.519 -2.718 -0.500
C 0.051 2.645 -3.476 -0.073
C -1.302 2.759 -2.777 -0.075
C -1.192 1.745 -1.651 -0.597
O -2.080 1.479 -0.842 -0.035
N 0.010 1.139 -1.645 0.036
H -0.017 2.376 -4.530 0.118
H 0.649 3.554 -3.403 0.118
H -2.143 2.487 -3.415 0.124
H -1.501 3.745 -2.357 0.118
C 0.428 7.548 4.810 -0.048
C 0.377 6.425 3.812 -0.269
C 0.101 6.666 2.470 -0.038
C 0.093 5.628 1.550 -0.078
C 0.370 4.340 1.976 -0.383
C 0.631 4.077 3.310 -0.061
C 0.638 5.117 4.221 -0.029
S 0.339 2.999 0.774 0.940
C 2.139 2.898 0.534 -0.196
O 0.007 1.777 1.573 -0.605
H 0.103 8.487 4.366 0.075
H 1.448 7.678 5.174 0.085
H -0.206 7.332 5.671 0.083
H -0.110 7.677 2.144 0.113
H -0.122 5.816 0.504 0.109
H 0.815 3.054 3.615 0.116
H 0.854 4.915 5.264 0.119
H 2.593 2.669 1.496 0.065
H 2.506 3.841 0.132 0.065
H 2.311 2.081 -0.167 0.028
```

Calculated values
total energy: -141450.58313 eV
charge: 0


Record 4
Here is a molecular structure, C19H20Cl5N8O7RbSe in a non-equilibrium geometry from the Open Molecules 2025 dataset. Energies are from wB97M-V/def2-TZVPD.

```
61
Properties=species:S:1:pos:R:3:lowdin_charge:R:1
Rb -0.999 -0.487 0.318 0.899
C 0.813 1.486 2.973 -0.095
O 1.066 0.246 2.303 -0.274
C 2.126 -0.465 2.873 -0.234
C 2.060 -1.895 2.397 -0.166
O 2.058 -2.049 0.983 -0.133
C 3.163 -1.516 0.298 -0.185
C 2.878 -0.117 -0.223 -0.099
O 1.701 -0.251 -1.079 -0.144
C 0.918 0.687 -1.488 -0.176
H 0.580 1.294 4.026 0.096
H -0.043 1.974 2.502 0.015
H 1.690 2.138 2.905 0.034
H 2.057 -0.478 3.970 0.134
H 3.089 0.012 2.624 0.124
H 1.113 -2.331 2.719 0.127
H 2.892 -2.463 2.837 0.127
H 3.390 -2.169 -0.547 0.131
H 4.047 -1.473 0.947 0.129
H 3.665 0.232 -0.890 0.140
H 2.654 0.617 0.550 0.110
H 2.200 2.931 -4.660 -0.222
H 3.295 4.106 -3.061 -0.074
H 0.607 2.520 -3.282 -0.035
O -4.612 -1.747 5.833 0.080
C -5.126 -0.716 5.199 -0.534
O -6.165 -0.194 5.567 0.038
C -4.393 -0.193 4.015 -0.069
C -4.716 1.008 3.412 -0.030
N -3.862 1.192 2.402 -0.035
N -2.989 0.192 2.289 0.016
C -3.267 -0.657 3.272 -0.153
C -2.363 -1.858 3.461 -0.624
O -2.453 -2.450 4.574 -0.031
O -1.571 -2.127 2.547 -0.120
H -3.726 -2.063 5.380 0.070
H -5.462 1.737 3.679 0.128
H -3.632 2.068 1.907 -0.025
N -5.192 -0.583 -2.695 0.110
N -4.121 0.293 -2.662 -0.310
N -3.738 1.038 -3.686 0.114
C -2.693 1.659 -3.173 -0.185
N -2.472 1.313 -1.887 0.031
N -3.388 0.437 -1.585 0.040
H -5.128 -1.102 -3.562 0.087
H -6.048 -0.039 -2.698 0.089
H -2.080 2.363 -3.711 0.102
Cl 1.917 3.226 -3.102 0.441
C 0.722 4.823 -3.248 -0.242
C 0.623 1.788 -0.514 -0.143
C 1.049 2.912 -0.305 -0.111
Cl -2.082 3.617 1.763 -0.416
C 1.517 4.200 -0.002 -0.662
Cl 2.317 4.272 1.560 0.678
C 1.431 5.290 -0.773 -0.711
Cl 2.169 6.780 -0.232 0.637
C 0.776 5.433 -2.064 -0.850
Cl -0.329 6.840 -2.141 0.568
Se 2.786 2.174 -6.069 0.601
C 1.776 0.656 -5.854 -0.832
N 1.152 -0.305 -5.714 0.021
```

Calculated values
energy above the lowest of the compared OMol25 structures with the same formula, charge and spin: 299.0 kcal per mole
charge: -2


Record 5
Here is a molecular structure, C19H20ClOPr in a non-equilibrium geometry from the Open Molecules 2025 dataset. Energies are from wB97M-V/def2-TZVPD.

```
42
Properties=species:S:1:pos:R:3:lowdin_charge:R:1
C -2.042 0.546 0.424 -0.166
C -1.649 1.510 -0.549 -0.185
C -1.720 0.902 -1.833 -0.231
H -1.563 2.586 -0.400 0.109
C -2.112 -0.466 -1.645 -0.244
C -2.299 -0.683 -0.243 -0.182
H -2.744 -1.559 0.220 0.116
H -2.322 0.769 1.443 0.098
H -1.638 1.441 -2.801 0.123
H -2.353 -1.175 -2.457 0.116
C 2.323 0.492 0.987 -0.208
C 1.191 0.954 1.723 -0.145
C 0.433 -0.166 2.141 -0.159
H 1.047 1.945 2.135 0.095
C 1.091 -1.340 1.677 -0.216
C 2.285 -0.941 0.993 -0.250
H 3.082 -1.626 0.627 0.118
H 3.201 1.089 0.682 0.117
H -0.365 -0.140 2.867 0.117
H 0.838 -2.360 1.965 0.110
Pr 0.319 -0.312 -0.701 1.366
O 1.305 -1.520 -3.135 -0.178
C 1.368 -0.737 -4.362 -0.101
C 1.081 -2.197 -4.550 -0.115
H 0.524 -0.049 -4.494 0.120
H 2.368 -0.394 -4.662 0.130
H 0.028 -2.473 -4.712 0.153
H 0.737 -3.946 -6.609 0.114
C 1.761 -3.959 -6.221 -0.031
C 2.096 -3.111 -5.119 -0.181
C 3.448 -3.109 -4.695 -0.027
H 3.755 -2.444 -3.877 0.118
C 4.394 -3.953 -5.301 -0.073
H 5.428 -3.952 -4.938 0.108
C 4.042 -4.790 -6.373 -0.077
H 4.790 -5.436 -6.846 0.109
C 2.715 -4.776 -6.834 -0.081
H 2.434 -5.408 -7.682 0.109
Cl -2.511 4.398 3.200 0.370
C -1.488 3.216 2.629 -0.773
H -1.668 2.854 1.631 -0.121
H -0.671 3.013 3.342 -0.068
```

Calculated values
multiplicity: 3
total energy: -48659.33100 eV
charge: 0


Record 6
Here is C19H20F2N8O4S2 in the gas phase in a non-equilibrium geometry from the Open Molecules 2025 dataset. Energies are from wB97M-V/def2-TZVPD.

```
55
Properties=species:S:1:pos:R:3:lowdin_charge:R:1
C -0.316 5.864 -3.226 -0.031
N -0.501 5.563 -1.842 -0.174
C -1.547 4.953 -1.225 -0.615
N -1.275 4.886 0.064 0.024
N -0.083 5.446 0.214 -0.040
N 0.388 5.851 -0.887 0.032
S -2.936 4.387 -2.079 1.019
C -3.870 3.611 -0.705 -0.364
C -3.076 2.564 0.010 -0.266
C -2.512 1.536 -0.654 -0.093
N -1.677 0.647 -0.003 0.029
C -1.338 -0.670 -0.137 -0.381
O -1.471 -1.472 -1.012 0.133
C -0.780 -0.701 1.309 -0.152
N 0.599 -1.049 1.460 0.143
C 1.524 -0.600 0.580 -0.468
O 1.271 0.186 -0.303 0.106
C 2.927 -1.171 0.805 -0.023
N 2.907 -2.546 1.213 -0.123
C 2.376 -3.605 0.549 -0.178
C 2.589 -4.707 1.358 0.053
C 3.253 -4.204 2.485 -0.224
N 3.433 -2.895 2.386 0.136
C 3.714 -4.944 3.691 -0.347
F 4.459 -6.028 3.356 0.058
F 2.657 -5.433 4.400 0.051
H 4.307 -4.307 4.362 0.154
H 2.317 -5.725 1.177 0.118
C 1.682 -3.476 -0.731 -0.209
C 1.605 -4.652 -1.669 -0.092
C 0.385 -4.225 -0.929 -0.091
H -0.404 -3.713 -1.456 0.086
H 0.043 -4.844 -0.113 0.108
H 2.095 -5.565 -1.369 0.101
H 1.667 -4.450 -2.727 0.102
H 1.741 -2.495 -1.183 0.135
H 3.499 -1.038 -0.118 0.142
H 3.420 -0.609 1.604 0.141
H 0.868 -1.678 2.201 0.151
H -1.397 -1.304 1.975 0.158
C -1.159 0.798 1.332 -0.463
H -0.327 1.501 1.400 0.133
S -2.496 1.312 2.451 0.940
C -2.891 2.802 1.477 -0.427
H -3.815 3.181 1.912 0.085
H -2.101 3.542 1.636 0.065
C -2.751 1.258 -2.103 -0.500
O -3.808 1.407 -2.659 0.105
O -1.652 0.824 -2.704 0.146
H -1.835 0.566 -3.622 0.148
H -4.745 3.190 -1.201 0.089
H -4.163 4.412 -0.028 0.088
H -1.115 6.518 -3.577 0.092
H -0.329 4.943 -3.813 0.093
H 0.646 6.359 -3.331 0.095
```

Calculated values
structure (SMILES): Cn1nnnc1SCC1=C(C(=O)O)N2C(=O)[C@@H](NC(=O)Cn3nc(C(F)F)cc3C3CC3)[C@@H]2SC1
energy above the lowest of the compared OMol25 structures with the same formula, charge and spin: 0.0 kcal per mole
charge: 0


Record 7
Here is 2 unconnected molecules or ions with the total composition C19H20FNS2 in a non-equilibrium geometry from the Open Molecules 2025 dataset. Energies are from wB97M-V/def2-TZVPD.

```
43
Properties=species:S:1:pos:R:3:lowdin_charge:R:1
C 1.229 4.336 1.468 -0.216
C 0.017 3.452 1.731 -0.185
C 0.011 2.219 0.824 -0.228
N 0.140 2.593 -0.579 -0.194
C -0.174 1.593 -1.499 -1.286
S -1.233 0.352 -1.071 0.636
S 0.568 1.631 -3.009 0.520
C 1.293 3.435 -0.880 -0.244
C 1.286 4.695 -0.013 -0.189
H 1.163 5.246 2.071 0.105
H 2.145 3.808 1.757 0.111
H -0.025 3.125 2.775 0.109
H -0.899 4.023 1.535 0.117
H 0.831 1.535 1.127 0.114
H -0.938 1.677 0.963 0.064
H 2.241 2.890 -0.698 0.127
H 1.275 3.735 -1.938 0.064
H 0.409 5.300 -0.274 0.117
H 2.172 5.298 -0.245 0.110
F 3.031 -0.030 2.967 0.055
C 2.275 -0.685 2.029 -0.244
C 2.824 -0.888 0.764 0.012
C 2.030 -1.497 -0.189 0.005
C 0.702 -1.944 0.091 -0.245
C -0.002 -2.543 -0.990 0.036
C -1.283 -3.143 -1.089 -0.215
C -1.597 -3.757 -2.347 -0.008
C -2.816 -4.374 -2.570 -0.065
C -3.783 -4.417 -1.549 -0.052
C -3.507 -3.819 -0.313 -0.063
C -2.289 -3.185 -0.080 -0.004
C 0.216 -1.727 1.406 -0.006
C 0.994 -1.104 2.374 0.005
H 3.842 -0.581 0.536 0.129
H 2.410 -1.647 -1.201 0.126
H 0.583 -2.590 -1.911 0.124
H -0.835 -3.725 -3.130 0.122
H -3.018 -4.832 -3.541 0.111
H -4.737 -4.914 -1.725 0.110
H -4.255 -3.851 0.482 0.111
H -2.129 -2.708 0.881 0.087
H -0.784 -2.037 1.677 0.089
H 0.616 -0.945 3.382 0.129
```

Calculated values
total energy: -45903.42203 eV
charge: 0


Record 8
Here is C19H20N2O5 in the gas phase from the Open Molecules 2025 dataset. Energies are from wB97M-V/def2-TZVPD.

```
46
Properties=species:S:1:pos:R:3:lowdin_charge:R:1
C -0.196 -4.490 0.620 -0.097
H -0.680 -5.464 0.652 0.091
O 0.534 -4.454 -0.585 -0.180
C 1.105 -3.205 -0.876 -0.207
C 2.425 -2.948 -0.119 -0.139
N 2.890 -1.601 -0.352 0.080
C 2.584 -0.599 0.498 -0.409
O 2.097 -0.812 1.604 0.039
C 2.829 0.770 -0.031 -0.071
C 3.919 1.065 -0.843 -0.038
C 4.059 2.322 -1.402 -0.081
C 3.093 3.290 -1.176 -0.063
C 2.011 3.023 -0.359 0.005
C 1.885 1.775 0.239 -0.154
N 0.825 1.478 1.102 0.151
C -0.482 1.757 0.856 -0.392
O -0.887 2.505 0.002 0.130
C -1.429 0.989 1.807 -0.184
O -2.766 1.310 1.509 0.019
C -3.194 0.755 0.328 -0.199
C -4.337 1.267 -0.270 0.006
C -4.792 0.743 -1.464 -0.090
C -4.106 -0.292 -2.078 -0.092
C -2.978 -0.823 -1.482 -0.002
C -2.524 -0.314 -0.274 -0.192
O -1.413 -0.895 0.303 -0.039
C -1.244 -0.531 1.654 -0.110
H -2.000 -1.031 2.276 0.148
H -0.251 -0.876 1.948 0.116
H -2.433 -1.638 -1.932 0.117
H -4.452 -0.694 -3.018 0.100
H -5.680 1.151 -1.922 0.101
H -4.842 2.085 0.217 0.122
H -1.253 1.304 2.840 0.171
H 1.048 0.707 1.729 0.111
H 1.257 3.771 -0.175 0.116
H 3.191 4.265 -1.630 0.107
H 4.916 2.542 -2.021 0.103
H 4.674 0.311 -1.018 0.114
H 3.170 -1.367 -1.292 0.142
H 3.186 -3.665 -0.436 0.128
H 2.264 -3.045 0.956 0.115
H 1.299 -3.211 -1.953 0.127
H 0.398 -2.394 -0.647 0.112
H -0.955 -3.700 0.639 0.083
H 0.451 -4.382 1.497 0.086
```

Calculated values
structure (SMILES): COCCNC(=O)c1ccccc1NC(=O)[C@@H]1COc2ccccc2O1
energy above the lowest of the compared OMol25 structures with the same formula, charge and spin: 40.1 kcal per mole
charge: 0